{
  "formula": "C40H77ClN5O6PS",
  "method": "ωB97M-V/def2-TZVPD",
  "symbols": ["O", "C", "Cl", "C", "P", "C", "C", "O", "C", "C", "C", "C", "C", "C", "C", "S", "C", "N", "N", "C", "O", "H", "H", "H", "H", "H", "H", "H", "H", "H", "H", "H", "H", "H", "H", "H", "H", "H", "H", "H", "H", "H", "H", "H", "C", "C", "C", "C", "C", "C", "N", "O", "C", "C", "C", "H", "H", "H", "H", "H", "H", "H", "H", "H", "H", "H", "H", "H", "H", "H", "H", "H", "H", "C", "C", "C", "C", "C", "C", "N", "O", "C", "C", "C", "H", "H", "H", "H", "H", "H", "H", "H", "H", "H", "H", "H", "H", "H", "H", "H", "H", "H", "C", "C", "C", "C", "C", "C", "N", "O", "C", "C", "C", "H", "H", "H", "H", "H", "H", "H", "H", "H", "H", "H", "H", "H", "H", "H", "H", "H", "H"],
  "coordinates": [[-0.404406, 4.216830, -2.434935], [-0.798733, 5.175705, -1.763398], [-1.074741, 6.756188, -2.675011], [-1.080904, 5.063231, -0.204657], [0.473319, 4.591065, 0.807656], [1.915606, 5.771476, 0.548207], [2.533894, 5.805654, -0.934304], [3.926995, 5.433418, -0.841154], [0.908809, 2.756729, 0.674125], [1.776583, 2.350842, -0.614116], [3.302375, 1.955299, -0.205128], [3.928692, 0.847499, -1.178814], [5.020245, 1.384760, -2.221553], [4.902854, 2.939173, -2.584692], [5.698024, 3.366680, -3.915002], [4.939690, 2.767109, -5.497078], [3.174220, 2.454701, -5.108444], [2.064120, 3.273856, -5.508146], [0.925600, 2.714283, -5.024332], [1.329404, 1.546174, -4.319804], [2.716519, 1.334713, -4.366986], [-1.449546, 6.053473, 0.258844], [-1.834394, 4.227986, -0.027504], [0.057358, 4.781030, 2.183776], [2.691447, 5.565376, 1.361393], [1.507264, 6.828891, 0.769044], [1.948648, 5.235479, -1.721614], [2.526172, 6.909556, -1.272675], [4.334131, 5.766184, -0.016543], [1.428919, 2.435601, 1.637637], [-0.074147, 2.164969, 0.616537], [1.326069, 1.363548, -1.004157], [1.725618, 3.078782, -1.484521], [3.191938, 1.444822, 0.825935], [3.960691, 2.867246, -0.025496], [4.440216, 0.072595, -0.512957], [3.102911, 0.275332, -1.741746], [4.916321, 0.785971, -3.202246], [6.083212, 1.140738, -1.846809], [3.827075, 3.334601, -2.601824], [5.422472, 3.506028, -1.724147], [5.780426, 4.515499, -3.879779], [6.767410, 2.966769, -3.817328], [0.587221, 0.881038, -3.785844], [-6.536751, 8.619198, 0.538429], [-5.717965, 7.380003, 0.968810], [-6.570623, 6.429054, 1.836620], [-6.749648, 6.895097, 3.274050], [-5.397322, 7.188094, 3.913039], [-4.562727, 8.196786, 3.097456], [-4.460876, 7.829085, 1.646797], [-3.567358, 6.813364, 1.549830], [-5.183000, 9.606332, 3.267532], [-3.169537, 8.340431, 3.763833], [-5.464189, 6.653942, -0.381630], [-6.767885, 9.314886, 1.336672], [-6.012894, 9.180888, -0.239453], [-7.504141, 8.314415, 0.121601], [-6.102800, 5.436717, 1.859423], [-7.555178, 6.286479, 1.381881], [-7.399731, 7.773835, 3.308851], [-7.260636, 6.115949, 3.847982], [-5.556541, 7.564895, 4.928444], [-4.846582, 6.245563, 4.021176], [-4.764639, 10.313975, 2.545842], [-4.978806, 10.006885, 4.264705], [-6.268236, 9.618709, 3.182818], [-2.637776, 7.388769, 3.841253], [-3.264066, 8.719520, 4.784866], [-2.541142, 9.044055, 3.209218], [-4.826923, 7.250328, -1.042097], [-6.407809, 6.481107, -0.905791], [-4.998592, 5.673090, -0.251350], [1.991663, -5.300235, 1.347200], [2.796814, -4.396943, 0.385341], [3.933895, -5.189935, -0.294267], [5.141612, -5.430564, 0.599477], [5.639454, -4.116569, 1.189783], [4.532756, -3.346942, 1.939292], [3.281259, -3.190466, 1.128250], [3.515557, -2.219456, 0.209405], [4.238245, -4.076454, 3.274051], [5.104914, -1.981210, 2.400875], [1.756088, -4.064231, -0.719427], [2.519858, -5.599263, 2.245413], [1.068479, -4.807193, 1.663532], [1.704423, -6.233881, 0.848317], [4.275988, -4.647944, -1.184929], [3.558091, -6.152176, -0.654149], [4.892505, -6.146669, 1.387804], [5.942516, -5.890857, 0.012540], [6.477569, -4.322771, 1.863548], [6.045133, -3.497392, 0.380286], [3.321765, -3.700376, 3.738207], [5.048593, -3.921846, 3.992704], [4.162500, -5.157700, 3.172958], [5.484538, -1.379656, 1.571114], [5.947148, -2.123030, 3.083639], [4.345946, -1.398424, 2.932160], [0.931883, -3.462610, -0.323266], [1.324730, -4.982947, -1.126863], [2.196021, -3.527328, -1.564327], [-3.832128, -7.962216, 0.176113], [-2.560102, -7.541181, -0.595925], [-2.823701, -7.507509, -2.116969], [-2.849609, -8.880803, -2.771775], [-1.583848, -9.658418, -2.431166], [-1.346448, -9.767081, -0.911075], [-1.428707, -8.442440, -0.213114], [-0.277281, -7.775226, -0.477253], [-2.370929, -10.767562, -0.319305], [0.014743, -10.470657, -0.671454], [-2.356308, -6.069617, -0.140080], [-4.119840, -8.999928, 0.052972], [-3.713582, -7.783723, 1.248136], [-4.695938, -7.373653, -0.156496], [-2.044082, -6.913303, -2.610006], [-3.767982, -6.994913, -2.323882], [-3.743864, -9.430328, -2.463899], [-2.922867, -8.764744, -3.857662], [-1.648299, -10.657251, -2.874870], [-0.728330, -9.167241, -2.910622], [-2.388199, -10.718236, 0.773376], [-2.115750, -11.796333, -0.589934], [-3.383996, -10.627713, -0.693301], [0.849486, -9.948779, -1.145281], [0.009812, -11.480361, -1.091253], [0.225581, -10.560825, 0.398372], [-2.121740, -6.011222, 0.927318], [-3.267225, -5.488022, -0.307693], [-1.560035, -5.563996, -0.693157]],
  "forces_ev_per_a": [[-1.3316, 3.1873, 2.7634], [0.9756, -2.4805, -2.1815], [0.1650, -1.4023, 1.5560], [0.2169, 0.9291, 0.1436], [-0.0345, -0.5141, 0.1117], [-0.8220, 0.8553, -0.0874], [0.7341, 1.8501, 0.7605], [-0.8554, -0.4051, -0.1562], [-0.2921, -0.2939, -0.5667], [0.8097, -1.1590, -0.0297], [-0.9635, -0.6048, 0.7258], [0.5289, -0.0386, 0.0514], [-0.0581, -0.2896, -0.9448], [0.9195, 0.1013, 0.6614], [-0.0645, 0.6353, 2.0675], [-1.4201, -0.4435, 0.7029], [-2.9161, 1.7998, -0.4029], [3.7313, -2.9603, 1.6346], [2.5327, -4.3252, 2.4698], [-0.4644, 3.0922, -2.0314], [-2.2092, 2.4743, -1.1092], [0.3100, -1.5500, -0.7960], [0.8939, 1.1274, -0.2911], [0.1749, -0.0285, -1.0648], [-1.0169, 0.0147, -1.2056], [0.3911, -1.6950, -0.1571], [1.1603, 0.2679, 1.0891], [-0.3347, -1.6392, 0.4795], [-0.5508, -0.0005, -0.7126], [-0.6099, 0.6307, -1.2246], [1.1936, 1.1713, 0.2749], [0.5580, 1.6039, 0.5920], [-0.0134, -0.7931, 1.2302], [0.2039, 0.7384, -1.5005], [-0.8405, -1.1329, -0.5352], [-0.7987, 0.9780, -0.9661], [1.1319, 1.0091, 0.9120], [0.1164, 0.8348, 1.5457], [-1.6168, 0.6282, -0.4590], [1.4555, -0.7257, -0.1556], [-0.8798, -0.6696, -1.3862], [-0.2801, -1.7554, -0.4471], [-1.5744, 0.3265, -0.5259], [1.5575, 0.6684, -0.7408], [-0.2506, 0.1762, 0.1340], [-1.5450, 0.6253, -1.6124], [0.2584, -0.1162, 0.4650], [-0.0342, 0.0041, 0.0200], [-0.1620, -0.3220, -0.3110], [0.0606, 1.7256, 1.5140], [1.2986, -4.1599, 0.8406], [-0.8188, 2.0344, -0.2774], [-0.2602, 0.1412, -0.1609], [0.2174, -0.5078, -0.5290], [0.7432, -0.1163, 0.3606], [0.0559, -0.0217, 0.1038], [0.0619, -0.0825, 0.0983], [0.2607, -0.1205, 0.0354], [0.1339, 0.1363, -0.0949], [0.1837, 0.1466, -0.2048], [0.0581, 0.0147, 0.0137], [0.0128, 0.0863, -0.0522], [0.2158, 0.1819, -0.1489], [0.0757, 0.1027, -0.1384], [-0.0640, -0.1128, 0.0128], [0.1472, -0.2407, -0.1034], [0.0499, -0.0232, -0.1362], [-0.1034, 0.0544, -0.1954], [-0.2835, 0.0054, -0.2038], [-0.0790, -0.0720, -0.0039], [-0.0330, -0.0235, 0.1275], [-0.0226, 0.2083, 0.2620], [0.0307, 0.1713, 0.1023], [0.0896, -0.3416, 0.1637], [-1.6848, -1.5417, -0.0195], [0.4492, 0.2428, 0.0339], [0.0102, -0.0298, 0.0087], [-0.1596, -0.1166, -0.3899], [0.8264, -0.1215, 2.0409], [2.0736, 1.6177, -3.4651], [-0.8755, -1.0839, 1.8399], [-0.1652, -0.2681, 0.0699], [-0.3111, 0.2575, -0.6472], [0.3899, 0.7083, -0.0028], [0.1160, 0.0675, 0.0313], [0.1050, 0.0679, -0.0513], [0.0145, 0.2760, -0.0890], [-0.1330, 0.1297, 0.1139], [-0.2493, 0.1722, 0.0903], [0.0034, 0.0534, 0.0271], [-0.0725, 0.0095, 0.0632], [-0.1897, 0.1991, 0.1392], [-0.1740, 0.0703, 0.0577], [0.0405, -0.0574, -0.1140], [-0.0126, 0.1670, -0.2429], [-0.1302, 0.0561, -0.0646], [-0.2169, -0.0972, -0.0219], [-0.1855, -0.2809, -0.0774], [0.0097, -0.0675, -0.0808], [0.1319, -0.0264, 0.0273], [0.1656, -0.0769, 0.3158], [0.0400, 0.0466, 0.2223], [-0.2815, -0.1861, -0.0823], [-1.8812, 0.8581, 0.7546], [0.3412, -0.2560, -0.2451], [-0.0228, -0.0170, -0.0295], [-0.0855, 0.4280, -0.0786], [-0.2303, -2.2109, 0.2139], [2.7840, 1.9555, -2.6473], [-1.6735, -1.0969, 1.1126], [-0.3263, 0.0444, 0.0733], [0.2778, 0.7159, 0.0557], [0.7929, -0.2232, -0.0311], [0.0836, -0.0729, -0.0537], [0.1170, -0.0283, -0.0899], [0.2743, 0.0353, -0.0013], [0.0603, -0.0359, 0.2118], [0.0612, 0.0463, 0.2849], [0.0438, -0.0267, 0.0309], [-0.0296, -0.0149, 0.0882], [0.0993, -0.0230, 0.2881], [0.0012, 0.0299, 0.1958], [-0.0091, 0.0745, -0.1082], [0.1979, 0.2198, -0.0372], [0.0112, 0.1102, 0.0895], [-0.1610, 0.1286, 0.1531], [-0.3144, 0.1619, 0.0109], [-0.0369, 0.0760, -0.0877], [0.0314, -0.0876, -0.1189], [-0.0674, -0.3383, -0.0386], [0.0155, -0.2115, 0.0966]],
  "multiplicity": 4,
  "energy_ha": -3494.64361,
  "total_charge": 1
}